No. 1
Density functional theory data (wB97M-V/def2-TZVPD) for a structure of composition C17H16N5O2SSm.

Last column: Löwdin spin population.
Atoms and positions in Å:
Sm -0.98082 -0.15238 -1.28320  5.06
N -4.68062 -0.30421 0.16605  0.00
C -3.35048 -0.42863 -0.10368  0.00
S -3.18202 -1.25516 -1.65777  -0.01
N -2.50034 0.00518 0.81883  0.00
N -1.12329 -0.14154 0.64294  -0.02
C -0.32419 0.85595 0.84460  0.00
C -0.53357 1.86856 1.91658  0.00
C -1.04227 1.42238 3.14626  0.00
C -1.08575 2.27646 4.24715  0.00
C -0.62041 3.58383 4.12449  0.00
C -0.12577 4.03907 2.89938  0.00
C -0.07935 3.18392 1.79356  0.00
C 0.98131 0.85876 0.06936  0.00
C 2.18142 0.91631 0.77169  0.00
C 3.37342 0.90426 0.04954  0.00
C 3.33403 0.82593 -1.34040  0.00
C 2.09916 0.76519 -1.96624  0.00
N 0.92866 0.79115 -1.30562  -0.01
H -5.15143 -0.97231 -0.43448  0.00
H -4.84168 -0.44075 1.15085  0.00
H -1.38704 0.39366 3.24446  0.00
H -1.47538 1.91321 5.19390  0.00
H -0.64807 4.24832 4.98355  0.00
H 0.22997 5.06142 2.80713  0.00
H 0.31416 3.54405 0.84718  0.00
H 2.19260 0.94617 1.85514  0.00
H 4.32614 0.93882 0.56893  0.00
H 4.24569 0.79989 -1.92593  0.00
H 2.01213 0.68864 -3.04588  0.00
O 0.46749 -3.07773 0.10138  0.00
C 0.51986 -3.09151 -1.12503  0.00
C 1.13224 -4.23244 -1.86999  0.00
C 0.97926 -3.83060 -3.30431  0.00
C 0.29641 -2.50458 -3.22003  0.00
O 0.00584 -1.86514 -4.22680  0.00
N 0.07092 -2.15573 -1.95661  -0.01
H 0.59391 -5.15905 -1.64832  0.00
H 2.18397 -4.34400 -1.58959  0.00
H 0.35801 -4.53920 -3.86046  0.00
H 1.94798 -3.72420 -3.80174  0.00
H -1.64207 1.38804 -2.57689  -0.03

Computed properties:
Expectation value of S²: 8.77
Kohn-Sham gap (spin up / spin down) in eV: 5.44 / 5.44
Multiplicity: 6
Max |F| in Eh/bohr: 0.20779
HOMO energy (spin up / spin down) in eV: -7.21 / -7.22
ΔE to the lowest compared entry with this formula, charge and spin in kcal/mol: 0.0

=====

No. 2
Density functional theory data (wB97M-V/def2-TZVPD) for a structure of composition C29H38CuIN6O3S.

Last column: Löwdin spin population.
Atoms and positions in Å:
Cu 0.00000 0.00000 0.00000  0.26
C -4.39718 0.42677 0.07952  0.00
C -3.61023 0.55176 1.35808  0.00
N -4.23200 1.24964 2.35995  0.00
C -3.55289 1.41998 3.51250  0.00
C -2.29450 0.90797 3.76613  0.00
C -1.59006 1.19945 5.04746  0.00
O -2.36566 0.77202 6.16659  0.00
C -1.72355 0.19739 2.71399  0.00
C -0.38244 -0.39481 2.78545  0.01
N 0.46460 0.04042 1.91944  0.15
C 1.55909 -0.81298 1.56380  0.03
C 2.57541 -0.86028 2.54461  0.00
C 3.74090 -1.62171 2.40086  0.00
C 3.94834 -2.36789 1.24851  0.00
C 2.99803 -2.34656 0.23050  0.00
C 1.81351 -1.57894 0.35930  0.01
I 0.61365 -1.88781 -1.72833  0.02
C -2.32660 -0.02027 1.45235  0.00
O -1.70542 -0.66373 0.52815  0.01
H -5.36385 0.93393 0.17070  0.00
H -4.59260 -0.62547 -0.14988  0.00
H -3.85672 0.89099 -0.75184  0.00
H -4.07397 2.01575 4.25680  0.00
H -1.40600 2.27529 5.14256  0.00
H -0.62215 0.69541 5.11656  0.00
H -2.85896 -0.01627 5.87669  0.00
H -0.23281 -1.26903 3.44066  0.01
H 2.44634 -0.27167 3.45084  0.00
H 4.48353 -1.62130 3.19352  0.00
H 4.85242 -2.95850 1.13438  0.00
H 3.18427 -2.92633 -0.66837  0.00
N -3.16986 3.50716 -1.24355  0.00
C -2.87176 2.39073 -2.20582  0.00
C -1.48260 1.79991 -1.90001  0.00
N -1.30404 1.39421 -0.49756  0.06
C -1.65432 2.47375 0.43808  0.02
C -3.04791 3.08224 0.19375  0.00
H -4.11087 3.88079 -1.42031  0.00
H -2.51041 4.27746 -1.41715  0.00
H -2.91459 2.81722 -3.21204  0.00
H -3.66497 1.64535 -2.08725  0.00
H -0.71063 2.53711 -2.15288  0.00
H -1.30786 0.93215 -2.54521  0.00
H -1.88067 0.54352 -0.29477  0.00
H -0.89540 3.26235 0.36356  0.01
H -1.60206 2.08693 1.46155  0.00
H -3.20957 3.97487 0.80485  0.00
H -3.84639 2.35712 0.38220  0.00
C 0.92379 2.16473 -8.17467  0.00
C 0.99893 2.52039 -6.69943  0.00
C 1.10445 1.27463 -5.82830  0.00
N 1.22441 1.63109 -4.41739  0.01
C 1.76861 0.83707 -3.46410  0.01
S 0.98777 0.68305 -1.99780  0.04
N 2.93525 0.15704 -3.67861  0.00
C 3.95530 0.23642 -4.62086  0.00
O 4.54642 -0.78117 -4.97573  0.00
C 4.34537 1.55659 -5.18177  0.00
C 4.88125 1.59885 -6.47575  0.00
C 5.28671 2.81490 -7.02765  0.00
C 5.17348 3.98882 -6.28376  0.00
C 4.66419 3.94874 -4.98559  0.00
C 4.25732 2.73404 -4.42972  0.00
H 0.84240 3.07287 -8.77993  0.00
H 0.05156 1.53718 -8.38335  0.00
H 1.82099 1.62420 -8.49332  0.00
H 0.10961 3.09670 -6.41755  0.00
H 1.86129 3.17422 -6.52965  0.00
H 1.92510 0.63011 -6.14634  0.00
H 0.19064 0.67498 -5.91926  0.00
H 0.39802 2.10242 -4.06325  0.00
H 3.01840 -0.67412 -3.10676  0.00
H 4.98498 0.68356 -7.05516  0.00
H 5.69810 2.84461 -8.03354  0.00
H 5.49296 4.93587 -6.71224  0.00
H 4.58990 4.86355 -4.40269  0.00
H 3.88380 2.72004 -3.40968  0.00
H 0.82413 1.31337 0.58041  0.36

Computed properties:
Expectation value of S²: 0.76
Kohn-Sham gap (spin up / spin down) in eV: 6.08 / 5.98
Multiplicity: 2
Charge: +1
Max |F| in Eh/bohr: 0.10296
HOMO energy (spin up / spin down) in eV: -9.27 / -9.28
ΔE to the lowest compared entry with this formula, charge and spin in kcal/mol: 0.0

=====

No. 3
Density functional theory data (wB97M-V/def2-TZVPD) for a structure of composition C23H23ClHoN4O2.

Last column: Löwdin spin population.
Atoms and positions in Å:
Ho 0.03507 -0.26925 0.40251  4.04
O 1.95527 0.14074 -0.46023  -0.01
C 2.67276 1.10637 0.04186  0.00
C 4.08007 1.07576 -0.07391  0.00
C 4.88450 2.05906 0.46156  0.00
C 4.32654 3.12845 1.15615  0.00
C 2.95218 3.18663 1.29058  0.00
C 2.10807 2.22158 0.74208  0.00
C 0.66352 2.37132 0.89999  0.00
N -0.17086 1.92671 0.01477  0.00
N -1.51094 2.18530 0.26786  0.00
C -2.31183 1.18328 0.02940  0.00
O -1.95840 -0.01878 -0.31738  0.00
C -3.76342 1.46090 0.22929  0.00
C -4.26580 2.75792 0.29688  0.00
C -5.62075 2.97049 0.49204  0.00
C -6.49100 1.89639 0.62874  0.00
C -5.99475 0.60247 0.56539  0.00
C -4.64009 0.38739 0.36277  0.00
H 4.51149 0.23214 -0.60098  0.00
H 5.96085 1.99533 0.34388  0.00
H 4.95476 3.90013 1.58275  0.00
H 2.50057 4.01773 1.82300  0.00
H 0.28939 2.99345 1.71221  0.00
H -3.57694 3.58593 0.20275  0.00
H -6.00345 3.98336 0.53874  0.00
H -7.54842 2.07041 0.78775  0.00
H -6.66534 -0.24181 0.67421  0.00
H -4.23461 -0.61381 0.31316  0.00
C -1.08826 0.83139 4.35820  0.00
C 0.11319 -0.01258 3.87794  0.00
C 1.40031 0.63757 4.43876  0.00
C -0.01760 -1.41848 4.50880  0.00
N 0.16085 -0.10847 2.46691  -0.03
H -1.12820 0.88564 5.45448  0.00
H -2.01574 0.39114 3.98592  0.00
H -1.01051 1.84286 3.95388  0.00
H 1.41366 0.63924 5.53704  0.00
H 1.47622 1.66595 4.07805  0.00
H 2.26577 0.08670 4.06632  0.00
H -0.02866 -1.38044 5.60655  0.00
H 0.82336 -2.03173 4.17825  0.00
H -0.94036 -1.88447 4.15599  0.00
Cl -2.62895 -5.59264 -0.13105  0.00
C -1.11826 -4.73980 -0.10948  0.00
C 0.06781 -5.44351 0.02349  0.00
C 1.23758 -4.69481 0.01685  0.00
C 1.16946 -3.32419 -0.10061  0.00
N 0.01533 -2.64838 -0.20448  0.00
C -1.11212 -3.36682 -0.22089  0.00
H 0.07550 -6.51811 0.13006  0.00
H 2.19592 -5.18764 0.10327  0.00
H 2.06654 -2.71558 -0.10785  0.00
H -2.03450 -2.80610 -0.31562  0.00

Computed properties:
Expectation value of S²: 6.01
Kohn-Sham gap (spin up / spin down) in eV: 4.82 / 4.89
Multiplicity: 5
Charge: -1
Max |F| in Eh/bohr: 0.06227
HOMO energy (spin up / spin down) in eV: -2.69 / -2.75

=====

No. 4
Density functional theory data (wB97M-V/def2-TZVPD) for a structure of composition C20H44NO2P3Sm.

Last column: Löwdin spin population.
Atoms and positions in Å:
Sm 0.19506 0.20245 0.63033  5.13
P -2.13181 1.07431 -1.44151  -0.02
P -1.20837 -2.22508 0.61374  -0.02
P 0.82131 0.12040 -2.29831  -0.02
H 1.80012 2.31867 1.59986  0.00
C 1.82641 2.48922 0.50042  0.00
C 0.78269 3.08792 -0.12157  -0.01
H -0.08832 3.41313 0.46910  0.00
C -3.62389 1.88947 -0.77629  0.00
C -2.99225 -0.30239 -2.31486  0.00
C -1.85644 2.22378 -2.86616  0.00
C -0.06678 -3.11206 1.75676  0.00
C -2.80761 -2.67311 1.33552  0.00
C -1.18347 -3.30733 -0.85600  0.00
C 1.61806 1.47763 -3.24192  0.00
C 0.20390 -0.88574 -3.69888  -0.01
C 2.32570 -0.87805 -1.93261  0.00
H 2.74465 2.21402 -0.02025  0.00
H 0.73606 3.26379 -1.19704  0.00
H -3.39659 2.91701 -0.45481  0.00
H -4.03619 1.33550 0.07541  0.00
H -4.39442 1.93663 -1.56331  0.00
H -3.35386 -1.02380 -1.57397  0.00
H -2.33256 -0.81699 -3.02148  0.00
H -3.85180 0.11400 -2.85987  0.00
H -1.44429 3.16737 -2.48763  0.00
H -2.81914 2.43360 -3.36226  0.00
H -1.16107 1.80576 -3.60635  0.00
H -0.55679 -4.08167 1.93439  0.00
H 0.02949 -2.56450 2.71948  0.00
H 0.92422 -3.25759 1.30577  0.00
H -2.81889 -3.72073 1.67486  0.00
H -3.58320 -2.53238 0.57220  0.00
H -3.04504 -2.02721 2.19602  0.00
H -1.37276 -4.35124 -0.55549  0.00
H -0.20755 -3.24494 -1.34096  0.00
H -1.95735 -2.99579 -1.57600  0.00
H 2.40233 1.00841 -3.84696  0.00
H 2.06503 2.20782 -2.56406  0.00
H 0.92308 2.00016 -3.90635  0.00
H 1.06132 -1.20490 -4.31251  0.00
H -0.48450 -0.31374 -4.32747  0.00
H -0.30129 -1.78093 -3.31858  0.00
H 2.94044 -0.98801 -2.83632  0.00
H 2.03098 -1.87878 -1.58292  0.00
H 2.92241 -0.39326 -1.14657  0.00
C 4.09391 -1.14546 1.15130  0.00
C 4.37294 -2.12144 2.11586  0.00
C 5.66170 -2.67359 2.16389  0.00
C 6.65935 -2.28406 1.25310  0.00
C 6.34565 -1.31273 0.29185  0.00
C 5.05747 -0.75044 0.25410  0.00
O 2.76285 -0.61012 0.97689  0.00
H 2.31911 -0.70099 1.84616  0.00
H 3.58620 -2.51738 2.74848  0.00
H 5.90474 -3.47098 2.89362  0.00
H 7.66654 -2.71401 1.29998  0.00
H 7.09550 -1.05215 -0.44445  0.00
H 4.79390 -0.05130 -0.53680  0.00
C -3.34080 1.25834 3.80728  0.00
N -2.97124 2.44722 3.04291  0.00
C -3.77640 3.65668 3.24921  0.00
C -2.03177 2.40931 2.11202  0.00
O -1.32302 1.36116 1.84080  -0.02
H -4.05998 1.58183 4.56044  0.00
H -2.47072 0.82717 4.31273  0.00
H -3.81533 0.49711 3.17879  0.00
H -3.12116 4.52347 3.37268  0.00
H -4.44710 3.84382 2.39813  0.00
H -4.37265 3.49671 4.15169  0.00
H -1.86672 3.36100 1.58471  0.00

Computed properties:
Expectation value of S²: 8.79
Kohn-Sham gap (spin up / spin down) in eV: 5.40 / 7.09
Multiplicity: 6
Charge: +3
Max |F| in Eh/bohr: 0.03943
HOMO energy (spin up / spin down) in eV: -16.35 / -16.35
ΔE to the lowest compared entry with this formula, charge and spin in kcal/mol: 0.0